Below is a 2-piece molecular cluster, C27H37Br2Si overall, with properties calculated with wB97M-V/def2-TZVPD.

DFT total energy in Ha: -6488.27791
Frontier orbital gap in eV: 4.2
Energy relative to the best compared isomer or geometry (same formula, charge and spin) in eV: 0.000

ORCA input file:
```
! RIJCOSX wB97M-V def2-TZVPD def2/J DEFGRID3
* xyz 1 1
C 2.354 -2.678 2.791
C 1.809 -2.058 1.527
Si 1.049 -0.343 1.803
C 2.369 0.803 2.519
C 3.566 0.978 1.617
C 0.447 0.394 0.162
C 0.621 -0.519 -1.024
C -0.376 -0.468 3.046
C -1.689 0.012 2.521
C -2.033 1.454 2.713
C -2.524 -0.804 1.863
C -3.809 -0.281 1.301
C -2.212 -2.254 1.686
H 2.777 -3.671 2.615
H 3.143 -2.062 3.228
H 1.575 -2.786 3.549
H 2.594 -1.955 0.773
H 1.036 -2.692 1.083
H 1.878 1.760 2.718
H 2.661 0.393 3.490
H 4.321 1.635 2.057
H 4.050 0.022 1.406
H 3.281 1.410 0.655
H -0.602 0.666 0.293
H 0.986 1.333 0.016
H 0.256 -0.067 -1.949
H 1.670 -0.775 -1.181
H 0.081 -1.457 -0.882
H -0.436 -1.508 3.366
H -0.099 0.102 3.933
H -1.254 1.980 3.265
H -2.157 1.965 1.755
H -2.965 1.565 3.273
H -4.381 -1.066 0.801
H -4.442 0.132 2.090
H -3.630 0.512 0.569
H -3.006 -2.773 1.146
H -1.286 -2.397 1.127
H -2.102 -2.752 2.651
Br -0.634 8.179 8.100
C -0.950 6.394 7.574
C 0.051 5.646 6.985
C -0.172 4.330 6.644
C -1.422 3.737 6.894
C -1.622 2.334 6.725
C -2.859 1.734 6.859
C -3.037 0.401 7.151
C -4.300 -0.189 7.443
C -4.341 -1.475 8.003
C -5.543 -2.066 8.316
C -6.726 -1.395 8.079
Br -8.376 -2.221 8.482
C -6.712 -0.127 7.532
C -5.516 0.482 7.220
C -2.437 4.531 7.459
C -2.191 5.838 7.806
H 1.014 6.102 6.833
H 0.613 3.740 6.200
H -0.753 1.706 6.636
H -3.727 2.366 6.820
H -2.158 -0.203 7.283
H -3.415 -1.982 8.208
H -5.577 -3.050 8.755
H -7.651 0.374 7.359
H -5.512 1.468 6.790
H -3.391 4.091 7.690
H -2.945 6.423 8.306
*
```

Mulliken atomic charge list, values in e, 2 entries: -1.42 -0.26

***

Below is C46H62BInN10SSi4Te as an isolated structure at a distorted geometry, with properties calculated with wB97M-V/def2-TZVPD.

DFT total energy in Ha: -4376.94339
Frontier orbital gap in eV: 6.6
Energy relative to the best compared isomer or geometry (same formula, charge and spin) in eV: 4.031

ORCA input file:
```
! RIJCOSX wB97M-V def2-TZVPD def2/J DEFGRID3
* xyz 0 1
In -0.103 0.145 1.493
C 3.910 -3.622 3.269
C 3.533 -2.231 2.870
C 4.366 -1.166 2.635
C 3.527 -0.089 2.292
N 2.248 -0.493 2.305
N 2.268 -1.808 2.674
B 1.016 -2.631 3.050
N 0.140 -1.789 4.014
N -0.233 -0.497 3.766
C -0.885 -0.070 4.861
C -0.940 -1.108 5.803
C -0.289 -2.177 5.229
C -0.051 -3.533 5.812
C -1.446 1.286 5.091
C -2.009 2.065 4.085
C -2.593 3.290 4.371
C -2.630 3.760 5.676
C -2.067 2.995 6.691
C -1.476 1.774 6.399
N 0.201 -3.098 1.842
N -0.416 -2.206 1.025
C -1.154 -2.922 0.158
C -0.985 -4.291 0.436
C -0.129 -4.360 1.512
C 0.381 -5.578 2.218
C -1.826 -2.361 -1.019
C -1.754 -1.064 -1.302
C -1.874 -0.491 -2.654
C -2.815 -1.290 -3.601
C -3.000 -2.722 -3.143
C -2.532 -3.213 -1.996
C 4.030 1.269 1.954
C 3.310 2.198 1.209
C 3.861 3.418 0.842
C 5.149 3.747 1.236
C 5.872 2.846 2.008
C 5.320 1.623 2.359
H 4.993 -3.718 3.231
H 3.473 -4.365 2.598
H 3.580 -3.855 4.284
H 5.443 -1.173 2.696
H 1.386 -3.608 3.631
H -1.426 -1.091 6.766
H -0.502 -3.578 6.801
H 1.016 -3.746 5.909
H -0.493 -4.318 5.195
H -2.029 1.689 3.079
H -3.038 3.871 3.569
H -3.099 4.710 5.905
H -2.092 3.349 7.714
H -1.018 1.196 7.194
H -1.414 -5.128 -0.094
H -0.003 -6.465 1.718
H 0.058 -5.605 3.261
H 1.472 -5.621 2.210
H -1.425 -0.375 -0.556
H -2.184 0.559 -2.590
H -2.375 -1.310 -4.604
H -3.602 -3.351 -3.794
H -2.730 -4.247 -1.731
H 2.311 1.963 0.890
H 3.278 4.104 0.235
H 5.592 4.691 0.937
H 6.875 3.092 2.334
H 5.904 0.936 2.960
N -4.684 0.419 0.206
C -3.453 0.639 0.712
S -2.822 -0.466 1.856
N -2.875 1.763 0.269
N -1.687 1.966 0.851
C -1.153 3.120 0.827
C 0.007 3.334 1.706
C 0.515 4.607 1.932
C 1.483 4.786 2.909
C 1.925 3.695 3.639
C 1.406 2.453 3.330
N 0.476 2.278 2.388
H -5.144 -0.450 0.408
H -5.029 1.014 -0.528
H -1.617 3.957 0.313
H 0.131 5.440 1.356
H 1.881 5.774 3.110
H 2.665 3.801 4.423
H 1.743 1.554 3.838
C 2.645 -2.542 -4.055
Si 0.773 -2.423 -4.128
C 0.166 -4.105 -3.573
C 0.280 -2.229 -5.933
Si 0.021 -0.425 -3.126
Te 1.302 0.196 -0.982
Si -2.635 1.956 -4.957
C -3.797 3.191 -4.114
C -3.578 1.663 -6.582
C -4.199 -0.609 -3.716
Si 0.700 1.417 -4.461
C 0.566 1.506 -6.343
C 0.521 3.102 -3.655
C 2.573 1.098 -4.311
H 2.952 -3.557 -4.327
H 3.032 -2.325 -3.051
H 3.127 -1.847 -4.752
H 0.801 -4.865 -4.036
H -0.868 -4.285 -3.868
H 0.227 -4.219 -2.483
H 0.603 -3.102 -6.514
H 0.738 -1.337 -6.374
H -0.808 -2.133 -6.048
H -3.515 4.205 -4.441
H -3.678 3.161 -3.023
H -4.854 3.048 -4.360
H -3.164 2.346 -7.343
H -4.655 1.848 -6.525
H -3.413 0.647 -6.963
H -4.394 -0.011 -2.823
H -5.001 -1.344 -3.811
H -4.262 0.054 -4.589
H -0.435 1.344 -6.759
H 1.238 0.761 -6.782
H 0.916 2.495 -6.667
H -0.375 3.659 -3.954
H 1.405 3.702 -3.906
H 0.499 2.978 -2.564
H 2.846 0.150 -4.789
H 2.907 1.047 -3.270
H 3.152 1.890 -4.805
*
```

Mulliken atomic charge list, values in e, 2 entries: 1.51 -1.45

***

Below is a 2-piece molecular cluster, C6H19N2O overall at a distorted geometry, with properties calculated with wB97M-V/def2-TZVPD.

DFT total energy in Ha: -424.51810
Frontier orbital gap in eV: 10.5
Energy relative to the best compared isomer or geometry (same formula, charge and spin) in eV: 0.517

ORCA input file:
```
! RIJCOSX wB97M-V def2-TZVPD def2/J DEFGRID3
* xyz 1 1
C 2.490 0.637 0.988
C 0.993 0.445 1.328
C 0.648 -1.007 0.971
C -0.727 -1.670 1.207
C -1.959 -1.037 0.529
C -2.056 -1.249 -0.984
N -1.371 -0.162 -1.761
N 0.311 1.465 0.387
H 3.014 -0.233 1.369
H 2.583 0.551 -0.101
H 2.805 1.654 1.209
H 0.611 0.685 2.316
H 1.052 -1.409 0.038
H 1.328 -1.574 1.633
H -0.910 -1.682 2.288
H -0.705 -2.721 0.936
H -1.970 0.040 0.695
H -2.875 -1.371 1.017
H -1.543 -2.190 -1.218
H -3.054 -1.438 -1.370
H -0.467 -0.547 -1.989
H -1.979 0.099 -2.515
H 0.808 1.618 -0.510
H 0.137 2.390 0.790
H -0.613 1.112 0.118
H 1.700 3.119 -2.443
H 0.602 2.056 -2.817
O 1.145 2.419 -2.112
*
```

Mulliken atomic charge list, values in e, 2 entries: -1.35 0.28